The following is a DFT calculation (ωB97M-V/def2-TZVPD) of an isolated molecule of C5H5NO in a non-equilibrium geometry.

Lowest unoccupied orbital energy in Ha: 0.0211
Structure (SMILES): N#CC1CC(=O)C1
Multiplicity: 1
ΔE to the lowest compared entry with this formula, charge and spin in kcal per mole: 53.6
Gap between HOMO and LUMO in eV: 10.585

CARTESIAN COORDINATES (ANGSTROEM)
O (1.854, 0.317, -1.548)
C (0.927, 0.362, -0.789)
C (-0.490, -0.097, -1.032)
C (-0.809, -0.045, 0.476)
C (0.426, 0.851, 0.820)
C (-0.388, -1.389, 0.898)
N (0.408, -2.216, 0.875)
H (-0.858, 0.763, -1.597)
H (-0.704, -1.015, -1.579)
H (-1.804, 0.298, 0.737)
H (1.143, 0.443, 1.544)
H (0.072, 1.832, 1.250)


The following is a DFT calculation (ωB97M-V/def2-TZVPD) of C13H34BeN3O6 as an isolated structure in a non-equilibrium geometry.

Lowest unoccupied orbital energy in Ha: -0.0976
Total charge: +1
Multiplicity: 1
ΔE to the lowest compared entry with this formula, charge and spin in kcal per mole: 676.3
Gap between HOMO and LUMO in eV: 6.179

CARTESIAN COORDINATES (ANGSTROEM)
Be (-0.175, 0.301, 0.126)
O (0.099, 3.585, -0.158)
C (-0.357, 2.360, -0.002)
O (-0.819, 1.686, -0.911)
O (-0.307, 1.772, 1.087)
H (0.597, 3.753, 0.645)
C (-2.087, -1.310, 3.270)
C (-1.520, -0.924, 1.894)
C (-2.496, -0.131, 0.956)
O (-1.939, 0.327, -0.263)
C (-2.877, 0.994, -1.077)
N (-0.325, -0.081, 1.991)
H (-2.445, -0.448, 3.833)
H (-1.404, -1.789, 3.972)
H (-2.917, -2.011, 3.186)
H (-1.236, -1.875, 1.443)
H (-2.781, 0.751, 1.531)
H (-3.318, -0.822, 0.764)
H (-3.108, 1.915, -0.540)
H (-3.793, 0.416, -1.192)
H (-2.544, 1.346, -2.054)
H (-0.627, 0.712, 2.538)
H (0.248, -0.591, 2.649)
C (3.354, 1.015, 1.471)
C (1.957, 1.132, 0.881)
C (2.083, 0.861, -0.674)
O (0.805, 0.818, -1.283)
C (0.821, 0.921, -2.770)
N (1.176, 0.090, 1.540)
H (3.353, 1.219, 2.541)
H (4.032, 1.747, 1.032)
H (3.821, 0.035, 1.370)
H (1.435, 2.064, 1.099)
H (2.602, -0.085, -0.824)
H (2.732, 1.611, -1.126)
H (1.205, 0.031, -3.268)
H (1.428, 1.769, -3.086)
H (-0.216, 1.042, -3.082)
H (1.083, 0.346, 2.513)
H (1.819, -0.686, 1.606)
C (1.757, -2.806, -0.773)
C (0.915, -1.568, -0.660)
C (0.037, -1.247, -1.852)
O (-0.714, -0.053, -1.672)
C (-1.656, 0.134, -2.666)
N (0.254, -1.505, 0.614)
H (1.144, -3.678, -1.000)
H (2.351, -3.015, 0.117)
H (2.486, -2.621, -1.562)
H (1.617, -0.735, -0.684)
H (-0.629, -2.110, -1.869)
H (0.643, -1.293, -2.756)
H (-2.070, 1.142, -2.653)
H (-2.527, -0.504, -2.515)
H (-1.309, -0.024, -3.687)
H (0.870, -1.846, 1.339)
H (-0.531, -2.139, 0.650)


The following is a DFT calculation (ωB97M-V/def2-TZVPD) of a 3-piece molecular cluster, C3H10O4 overall in a non-equilibrium geometry.

Lowest unoccupied orbital energy in Ha: 0.0346
Structure (SMILES): CC=O.CO.OO
Multiplicity: 1
ΔE to the lowest compared entry with this formula, charge and spin in kcal per mole: 100.7
Gap between HOMO and LUMO in eV: 10.791

CARTESIAN COORDINATES (ANGSTROEM)
C (0.761, 1.058, -0.510)
C (0.073, -1.478, 0.850)
C (2.181, 0.609, -0.607)
O (0.034, -0.094, 1.169)
O (-0.095, 0.759, -1.354)
H (-1.469, 0.794, -0.741)
H (0.604, 1.934, 0.137)
H (-0.609, -2.034, 1.496)
H (-0.219, -1.636, -0.193)
H (1.092, -1.827, 1.011)
H (2.580, 0.439, 0.390)
H (2.762, 1.405, -1.074)
H (2.261, -0.298, -1.203)
O (-2.249, 0.789, 0.000)
O (-2.931, -0.454, -0.209)
H (-3.858, -0.185, -0.185)
H (-0.917, 0.218, 1.024)


The following is a DFT calculation (ωB97M-V/def2-TZVPD) of a 2-piece molecular cluster, C4H7NS overall in a non-equilibrium geometry.

Lowest unoccupied orbital energy (spin up / spin down) in Ha: -0.0467 / -0.0368
Multiplicity: 1
ΔE to the lowest compared entry with this formula, charge and spin in kcal per mole: 140.3
Gap between HOMO and LUMO (spin up / spin down) in eV: 7.275 / 7.774

CARTESIAN COORDINATES (ANGSTROEM)
C (0.041, 1.046, 0.146)
C (1.366, 0.956, -0.047)
C (2.617, 0.737, -0.278)
C (-0.785, -1.328, -0.151)
N (-0.895, 0.030, 0.227)
S (-3.515, 0.285, -0.121)
H (-0.211, 2.086, 0.409)
H (3.238, 0.229, 0.298)
H (-3.035, -0.309, 1.023)
H (3.211, 1.125, -1.073)
H (-0.263, -1.725, 0.816)
H (-1.718, -1.682, -0.185)
H (-0.050, -1.450, -1.063)


The following is a DFT calculation (ωB97M-V/def2-TZVPD) of an isolated molecule of C5H12OS2 in a non-equilibrium geometry.

Lowest unoccupied orbital energy in Ha: 0.0306
Structure (SMILES): CCSSCCCO
Multiplicity: 1
ΔE to the lowest compared entry with this formula, charge and spin in kcal per mole: 23.8
Gap between HOMO and LUMO in eV: 9.160

CARTESIAN COORDINATES (ANGSTROEM)
C (1.480, -0.297, 1.607)
C (2.799, 0.201, 1.017)
O (3.881, 0.167, 1.933)
C (0.111, 0.209, 1.093)
S (0.244, -0.313, -0.712)
S (-1.283, 0.267, -1.810)
C (-2.819, -0.391, -1.104)
C (-3.319, 0.412, 0.092)
H (1.447, -1.402, 1.603)
H (1.614, -0.026, 2.662)
H (2.995, -0.376, 0.116)
H (2.632, 1.275, 0.859)
H (3.983, -0.742, 2.250)
H (-0.594, -0.356, 1.699)
H (0.002, 1.291, 1.203)
H (-2.851, -1.441, -0.897)
H (-3.501, -0.117, -1.920)
H (-4.022, -0.161, 0.711)
H (-3.792, 1.399, 0.001)
H (-2.528, 0.801, 0.765)


The following is a DFT calculation (ωB97M-V/def2-TZVPD) of C12H21F9O3Si3 as an isolated structure in a non-equilibrium geometry.

Lowest unoccupied orbital energy in Ha: -0.0080
Multiplicity: 1
ΔE to the lowest compared entry with this formula, charge and spin in kcal per mole: 0.0
Gap between HOMO and LUMO in eV: 9.006

CARTESIAN COORDINATES (ANGSTROEM)
F (-1.337, -1.127, -2.141)
F (-1.862, 0.011, -3.944)
F (-1.148, -2.062, -4.125)
F (3.097, -0.270, 3.747)
F (2.021, -0.076, 1.865)
F (2.930, -2.004, 2.370)
F (-2.006, 3.233, 1.612)
F (-3.067, 4.871, 0.637)
F (-0.926, 4.491, 0.206)
O (0.509, -2.237, -0.025)
O (1.121, 0.703, -1.132)
O (-0.948, 0.146, 0.785)
C (-1.055, -0.932, -3.444)
C (2.327, -0.924, 2.844)
C (-2.133, 3.937, 0.485)
C (0.400, -0.477, -3.532)
C (0.998, -1.331, 3.526)
C (-2.461, 2.971, -0.661)
C (2.844, -1.125, -0.313)
C (-2.068, -2.399, 0.686)
C (0.563, 2.296, 1.249)
C (1.212, -1.438, -2.684)
C (0.035, -2.107, 2.673)
C (-1.282, 2.233, -1.266)
Si (1.050, -0.912, -0.844)
Si (-0.507, -1.441, 1.007)
Si (-0.098, 1.211, -0.150)
H (0.473, 0.562, -3.222)
H (0.700, -0.571, -4.582)
H (1.267, -1.962, 4.391)
H (0.529, -0.424, 3.940)
H (-3.005, 3.537, -1.453)
H (-3.167, 2.245, -0.261)
H (3.447, -1.590, -1.119)
H (2.881, -1.679, 0.592)
H (3.206, -0.130, -0.080)
H (-2.571, -1.932, -0.151)
H (-2.761, -2.451, 1.520)
H (-1.786, -3.369, 0.297)
H (-0.028, 3.193, 1.372)
H (0.485, 1.735, 2.170)
H (1.612, 2.600, 1.103)
H (2.244, -1.525, -2.969)
H (0.746, -2.420, -2.832)
H (-0.850, -2.423, 3.246)
H (0.558, -3.037, 2.385)
H (-0.593, 2.883, -1.781)
H (-1.594, 1.517, -1.996)


The following is a DFT calculation (ωB97M-V/def2-TZVPD) of C25H18BrI2N3O3ReSe3Te as an isolated structure.

Lowest unoccupied orbital energy (spin up / spin down) in Ha: -0.0362 / -0.0518
Multiplicity: 4
<S²>: 3.785
ΔE to the lowest compared entry with this formula, charge and spin in kcal per mole: 0.0
Gap between HOMO and LUMO (spin up / spin down) in eV: 6.031 / 5.558

CARTESIAN COORDINATES (ANGSTROEM)
Re (-0.285, 0.074, 0.299)
O (4.518, 2.244, 2.045)
C (4.798, 1.431, 0.981)
C (6.099, 1.455, 0.496)
C (6.444, 0.658, -0.582)
C (5.501, -0.169, -1.178)
C (4.202, -0.184, -0.692)
C (3.837, 0.616, 0.384)
C (2.415, 0.600, 0.897)
O (1.631, -0.313, 0.226)
N (1.860, 1.977, 0.766)
N (0.497, 1.960, 0.554)
C (-0.126, 3.089, 0.494)
C (-1.563, 3.189, 0.360)
Br (-2.466, 1.544, -0.079)
C (-2.328, 4.274, 0.495)
C (-1.906, 5.585, 1.021)
C (-2.574, 6.725, 0.573)
C (-2.248, 7.978, 1.063)
C (-1.260, 8.111, 2.030)
C (-0.610, 6.982, 2.507)
C (-0.930, 5.728, 2.009)
H (3.613, 2.101, 2.348)
H (6.820, 2.099, 0.981)
H (7.461, 0.679, -0.953)
H (5.775, -0.806, -2.009)
H (3.451, -0.835, -1.118)
H (2.405, 0.367, 1.972)
H (2.364, 2.604, 0.149)
H (0.439, 4.011, 0.556)
H (-3.369, 4.196, 0.204)
H (-3.350, 6.626, -0.177)
H (-2.771, 8.852, 0.698)
H (-1.009, 9.088, 2.421)
H (0.138, 7.073, 3.283)
H (-0.454, 4.853, 2.431)
Se (-0.438, -0.272, 2.715)
Se (0.945, -2.125, 3.172)
Te (0.355, -3.959, 1.535)
Se (1.945, -3.874, -0.231)
I (-3.491, -3.971, -0.508)
C (-2.604, -2.688, -1.874)
C (-2.889, -2.806, -3.250)
C (-2.253, -2.027, -4.177)
I (-2.745, -2.259, -6.191)
C (-1.288, -1.071, -3.767)
C (-0.492, -0.268, -4.618)
C (0.417, 0.600, -4.084)
C (0.520, 0.724, -2.688)
N (-0.215, 0.007, -1.871)
C (-1.080, -0.920, -2.386)
C (-1.715, -1.746, -1.411)
O (-1.389, -1.588, -0.143)
H (-3.621, -3.534, -3.570)
H (-0.600, -0.362, -5.690)
H (1.053, 1.201, -4.717)
H (1.216, 1.418, -2.233)


The following is a DFT calculation (ωB97M-V/def2-TZVPD) of C5H6N as an isolated structure in a non-equilibrium geometry.

Lowest unoccupied orbital energy in Ha: -0.2698
Total charge: +1
Multiplicity: 1
ΔE to the lowest compared entry with this formula, charge and spin in kcal per mole: 126.2
Gap between HOMO and LUMO in eV: 7.994

CARTESIAN COORDINATES (ANGSTROEM)
C (1.829, 0.428, -0.149)
C (1.853, -0.881, -0.147)
C (0.384, -1.014, 0.240)
C (-0.211, 0.488, -0.100)
C (-1.674, 0.914, -0.164)
N (0.875, 1.282, -0.277)
H (2.734, -1.485, -0.014)
H (0.344, -1.150, 1.352)
H (-0.025, -2.049, 0.005)
H (-2.444, 0.328, -0.735)
H (-1.549, 1.853, -0.808)
H (-2.115, 1.287, 0.795)


The following is a DFT calculation (ωB97M-V/def2-TZVPD) of a 2-piece molecular cluster, C4H12NOS overall in a non-equilibrium geometry.

Lowest unoccupied orbital energy in Ha: -0.1217
Total charge: +1
Multiplicity: 1
ΔE to the lowest compared entry with this formula, charge and spin in kcal per mole: 21.2
Gap between HOMO and LUMO in eV: 10.431

CARTESIAN COORDINATES (ANGSTROEM)
O (-0.511, 3.271, 1.738)
C (-0.713, 2.211, 2.287)
C (-0.563, 0.902, 1.527)
N (-0.129, 1.132, 0.108)
H (-0.912, 2.114, 3.448)
H (0.233, 0.313, 2.000)
H (-1.497, 0.290, 1.633)
H (-0.857, 0.889, -0.603)
H (0.048, 2.140, -0.044)
H (0.707, 0.589, -0.181)
C (-0.226, -2.080, -0.680)
C (0.635, -1.534, -1.802)
S (2.055, -0.581, -1.128)
H (-0.975, -1.332, -0.323)
H (0.303, -2.503, 0.147)
H (-0.898, -2.817, -1.155)
H (1.078, -2.367, -2.334)
H (0.038, -0.889, -2.464)
H (2.186, 0.250, -2.173)


The following is a DFT calculation (ωB97M-V/def2-TZVPD) of a 4-piece molecular cluster, C4H18N3O3 overall in a non-equilibrium geometry.

Lowest unoccupied orbital energy in Ha: -0.1171
Total charge: +1
Multiplicity: 1
ΔE to the lowest compared entry with this formula, charge and spin in kcal per mole: 75.5
Gap between HOMO and LUMO in eV: 8.328

CARTESIAN COORDINATES (ANGSTROEM)
C (2.303, 0.103, 0.457)
C (1.757, -1.365, 0.362)
C (0.257, -1.360, 0.460)
C (-0.293, -1.584, 1.665)
N (-1.566, -1.193, 2.124)
N (-0.349, -0.666, -0.712)
N (2.230, 0.627, -0.914)
H (3.361, 0.036, 0.950)
H (1.822, 0.899, 1.161)
H (2.101, -1.799, 1.332)
H (2.246, -1.849, -0.511)
H (0.132, -2.291, 2.385)
H (-2.122, -0.482, 1.775)
H (-1.938, -1.674, 3.015)
H (-1.259, -0.942, -0.989)
H (0.288, -0.927, -1.540)
H (-0.445, 0.427, -0.614)
H (1.688, 1.590, -0.982)
H (3.069, 0.699, -1.412)
H (-3.735, 0.888, 0.357)
H (-2.421, 1.235, -0.209)
O (-2.883, 0.528, 0.200)
H (-1.129, 3.325, 0.450)
H (-0.074, 2.672, -0.187)
O (-0.891, 2.453, 0.393)
H (0.139, 1.681, -3.140)
H (0.495, 0.307, -3.885)
O (0.202, 0.776, -2.982)


The following is a DFT calculation (ωB97M-V/def2-TZVPD) of C14H26ClEuI2N2P2Se as an isolated structure in a non-equilibrium geometry.

Lowest unoccupied orbital energy (spin up / spin down) in Ha: -0.2642 / -0.3618
Total charge: +2
Multiplicity: 7
<S²>: 12.038
Gap between HOMO and LUMO (spin up / spin down) in eV: 6.308 / 4.328

CARTESIAN COORDINATES (ANGSTROEM)
I (-0.012, -2.077, -2.847)
I (-0.017, 0.877, -3.951)
Eu (-0.040, -0.327, -0.394)
P (-2.902, -0.002, -0.160)
C (-4.080, 0.009, -1.538)
C (-3.620, -1.182, 1.044)
H (-4.711, -1.152, 0.884)
H (-4.439, 1.673, 0.834)
H (-3.360, -0.970, 2.094)
H (-2.756, 1.812, 1.482)
H (-3.894, -0.873, -2.157)
H (-3.222, -2.184, 0.827)
C (-3.360, 1.624, 0.582)
H (-5.138, 0.073, -1.253)
H (-3.132, 2.397, -0.166)
H (-3.800, 0.890, -2.137)
P (2.844, -0.048, -0.075)
C (4.063, -0.076, -1.426)
C (3.366, 1.539, 0.723)
H (3.012, -1.138, 2.129)
H (4.568, -1.115, 1.215)
H (3.258, -2.278, 0.800)
C (3.477, -1.254, 1.136)
H (2.757, 1.724, 1.621)
H (4.441, 1.525, 0.997)
H (5.110, -0.026, -1.081)
H (3.845, 0.791, -2.075)
H (3.186, 2.353, 0.007)
H (3.892, -0.979, -2.027)
Cl (-0.103, 0.004, 2.293)
C (-1.968, -2.832, 4.006)
N (-0.533, -2.940, 4.015)
C (0.267, -3.244, 2.936)
Se (-0.231, -3.347, 1.119)
N (1.544, -3.146, 3.447)
C (1.543, -2.675, 4.759)
C (2.600, -2.478, 5.639)
C (2.201, -2.197, 6.957)
C (0.854, -2.059, 7.340)
C (-0.179, -2.180, 6.412)
C (0.212, -2.528, 5.120)
H (-2.315, -3.176, 4.983)
H (-2.319, -3.458, 3.186)
H (-2.229, -1.784, 3.878)
H (2.383, -3.286, 2.900)
H (3.636, -2.557, 5.263)
H (2.952, -2.059, 7.730)
H (0.643, -1.845, 8.385)
H (-1.209, -2.025, 6.698)


The following is a DFT calculation (ωB97M-V/def2-TZVPD) of an isolated molecule of C4H9NO in a non-equilibrium geometry.

Lowest unoccupied orbital energy in Ha: 0.0373
Structure (SMILES): CNCCC=O
Multiplicity: 1
ΔE to the lowest compared entry with this formula, charge and spin in kcal per mole: 58.2
Gap between HOMO and LUMO in eV: 9.733

CARTESIAN COORDINATES (ANGSTROEM)
C (-2.289, 0.199, -0.736)
N (-1.271, -0.232, 0.225)
C (0.129, 0.034, -0.091)
C (1.167, -0.178, 0.981)
C (2.559, 0.128, 0.371)
O (2.656, 0.359, -0.807)
H (-1.960, 1.241, -1.060)
H (-3.391, 0.333, -0.231)
H (-2.335, -0.491, -1.715)
H (-1.314, -1.250, 0.339)
H (0.245, 1.138, -0.327)
H (0.330, -0.526, -1.085)
H (0.741, 0.463, 1.788)
H (1.322, -1.241, 1.334)
H (3.412, 0.024, 1.013)


no.,electronic energy (a.u.)
1,-323.43420
2,-1144.90230
3,-421.12450
4,-609.33488
5,-1069.28232
6,-2463.11765
7,-12073.47589
8,-248.41462
9,-687.51179
10,-552.87949
11,-5508.09341
12,-287.73975